Record 1
Computed, not measured: C41H43N9S3SeV as an isolated structure, with ωB97M-V/def2-TZVPD.

Expectation value of S²: 2.041
Spin multiplicity: 3
Charge: +1
Relative energy (zero: lowest compared OMol25 entry of this formula, charge and spin) in kJ/mol: 49.6
HOMO-LUMO gap (spin up / spin down) in eV: 6.47 / 7.24

Last column: Löwdin charge in e.
Cartesian coordinates (Å):
V  -0.55399  0.12627  -0.01180  0.57
C  -6.54002  -1.18714  2.70375  -0.04
C  -5.07092  -1.22143  2.37847  -0.26
C  -4.10227  -0.99608  3.35542  -0.01
C  -2.75744  -0.97332  3.03871  -0.06
C  -2.32036  -1.18415  1.73387  -0.30
N  -0.93390  -1.13387  1.38821  -0.07
C  -0.12796  -2.12088  1.99460  -0.19
C  -0.70188  -3.20028  2.68952  -0.01
C  0.04674  -4.18386  3.30278  -0.03
C  1.43295  -4.17643  3.23347  -0.27
C  2.26921  -5.25797  3.86336  -0.04
C  2.01702  -3.15221  2.51155  0.01
C  1.27295  -2.13987  1.90955  -0.11
N  2.01682  -1.15407  1.18762  -0.02
C  3.35095  -0.97804  1.21463  -0.07
C  3.68270  -0.01830  0.28950  -0.02
C  2.47074  0.35728  -0.27704  -0.15
N  1.46101  -0.33688  0.25529  -0.02
C  -3.28386  -1.45472  0.77646  -0.16
C  -4.63905  -1.45044  1.08238  0.02
N  -2.89788  -1.74877  -0.56176  -0.05
C  -3.53629  -2.56445  -1.42252  -0.05
C  -2.82252  -2.58191  -2.59490  -0.03
C  -1.73823  -1.73383  -2.36304  -0.16
N  -1.75951  -1.25234  -1.12075  -0.05
H  -6.70620  -1.22660  3.77935  0.08
H  -7.06746  -2.02655  2.24927  0.08
H  -6.99934  -0.26895  2.33189  0.09
H  -4.40995  -0.81654  4.37968  0.12
H  -2.02108  -0.77542  3.80228  0.07
H  -1.77586  -3.26431  2.74790  0.12
H  -0.46192  -4.98563  3.82691  0.12
H  1.65902  -5.90671  4.49069  0.08
H  3.06095  -4.83967  4.48720  0.08
H  2.74399  -5.88240  3.10329  0.09
H  3.09246  -3.16909  2.39258  0.11
H  3.97441  -1.52219  1.90044  0.13
H  4.66473  0.36158  0.06135  0.12
H  2.25983  1.08535  -1.04153  0.08
H  -5.36751  -1.59870  0.29279  0.12
H  -4.43612  -3.07932  -1.12858  0.13
H  -3.05144  -3.12845  -3.49410  0.11
H  -0.95246  -1.44538  -3.03286  0.09
C  0.66870  -0.64748  5.23553  -0.02
N  1.37676  0.21407  4.30414  -0.11
C  2.74819  0.20103  4.10443  -0.05
C  3.02644  1.10695  3.15840  -0.07
N  1.81280  1.65162  2.74004  0.01
C  0.77695  1.14510  3.50840  -0.73
S  -0.82006  1.62189  3.57576  0.68
C  1.70543  2.70734  1.79083  -0.29
C  2.65201  3.72180  1.80030  0.01
C  2.50249  4.74918  0.88685  -0.04
C  1.41137  4.73500  0.03183  -0.04
C  0.53767  3.66509  0.09705  -0.16
N  0.69012  2.64324  0.94346  0.10
H  1.33804  -0.90133  6.05423  0.10
H  0.33687  -1.55976  4.73313  0.08
H  -0.19496  -0.10984  5.61767  0.07
H  3.39947  -0.45684  4.65642  0.13
H  3.96199  1.37261  2.69798  0.13
H  3.45338  3.72819  2.52828  0.12
H  3.21778  5.56200  0.86258  0.12
H  1.24278  5.53122  -0.68118  0.11
H  -0.30798  3.59356  -0.56971  0.04
C  4.56517  0.28687  -6.24018  -0.05
C  3.44331  0.48439  -5.25578  -0.27
C  2.75384  1.68687  -5.16984  -0.01
C  1.71651  1.88504  -4.26597  -0.30
C  1.03415  3.22837  -4.25509  -0.10
C  1.33839  0.83808  -3.40309  -0.48
Se  -0.14948  1.24322  -2.24403  0.78
C  2.02230  -0.38535  -3.47437  -0.28
C  1.71640  -1.59879  -2.63158  -0.07
C  3.05601  -0.53178  -4.39919  -0.02
H  4.72777  1.18213  -6.83993  0.07
H  4.35061  -0.53828  -6.92221  0.08
H  5.50154  0.05126  -5.73028  0.08
H  3.03062  2.50424  -5.82867  0.12
H  1.50552  3.89347  -4.97825  0.08
H  1.08068  3.69542  -3.26935  0.06
H  -0.02547  3.13940  -4.50700  0.06
H  0.89678  -1.43382  -1.94776  0.01
H  2.58376  -1.88435  -2.03100  0.08
H  1.47401  -2.45393  -3.26746  0.09
H  3.57084  -1.48905  -4.44456  0.13
S  -2.51701  1.80677  0.20673  0.66
C  -3.15828  2.13351  -1.32674  -1.10
N  -3.17874  3.33867  -1.85709  -0.03
C  -3.57959  3.44681  -3.25909  -0.19
C  -4.46495  2.23310  -3.52661  -0.38
S  -3.90829  0.96496  -2.34614  0.98
H  -2.70735  4.08593  -1.37010  0.14
H  -2.68559  3.42847  -3.88369  0.12
H  -4.11507  4.37826  -3.42525  0.13
H  -4.33987  1.86413  -4.54099  0.09
H  -5.51584  2.44801  -3.34771  0.08



Record 2
Computed, not measured: C5H6N2 as an isolated structure at a distorted geometry, with ωB97M-V/def2-TZVPD.

Relative energy (zero: lowest compared OMol25 entry of this formula, charge and spin) in kJ/mol: 803.2
HOMO-LUMO gap (spin up / spin down) in eV: 8.38 / 7.88

Last column: Löwdin charge in e.
Cartesian coordinates (Å):
C  -2.27802  1.53464  0.07197  0.00
C  -3.32758  0.73516  -0.07663  -0.10
C  -1.52115  0.42480  0.41182  -0.23
C  0.94772  0.15961  0.05412  -0.11
C  -0.45222  -0.17130  -0.47585  -0.26
N  -4.12762  -0.34570  -0.25116  -0.08
N  -3.36817  -1.13152  0.21112  0.12
H  -1.32831  -0.05566  1.43916  0.15
H  1.56772  0.64722  -0.71013  0.07
H  1.43201  -0.75299  0.39155  0.07
H  0.87807  1.04341  0.73363  0.09
H  -0.56694  -1.28923  -0.16362  0.13
H  -0.62775  -0.09368  -1.61313  0.14